The following is a quantum chemistry calculation of 7 unconnected molecules or ions with the total composition C46H101N7O7, from the OMol25 dataset.

XYZ file:
```
161
Properties=species:S:1:pos:R:3:forces:R:3
C -0.063 4.922 3.968 0.3 -0.9 1.1
H 7.014 -1.495 1.557 -0.2 0.0 -0.8
H 7.136 -2.264 2.959 -0.2 -1.2 0.4
H -0.234 4.554 1.504 -0.1 -0.2 0.3
O 0.814 -1.920 -0.731 0.2 0.2 0.1
H 1.468 8.205 4.850 0.5 -0.3 0.0
C 7.047 -4.317 -2.570 -0.7 1.2 -0.1
H 2.845 3.390 3.394 0.2 -0.3 -0.9
H -5.673 -0.957 -1.665 0.0 0.2 0.3
H -2.566 1.284 -6.130 -0.1 -0.3 -0.1
H -5.513 -2.616 6.638 0.1 -0.2 -0.8
H 4.306 6.929 2.698 0.1 -0.3 0.6
H -2.444 -2.757 2.529 0.9 0.1 0.0
H 0.871 -0.685 -5.172 -0.2 0.2 0.2
H -4.899 -1.412 4.817 0.1 0.2 0.1
H -7.268 -0.790 0.377 0.0 0.1 0.7
H -3.779 -6.224 2.817 0.3 0.8 -0.9
C -0.329 1.119 -7.793 0.8 0.5 -1.4
C 7.562 -3.949 -1.107 -1.0 0.2 -1.1
H 2.437 1.287 -4.541 0.6 -0.1 0.3
H -4.070 3.803 -1.017 0.0 0.2 0.4
C 7.258 -2.499 1.902 -0.1 1.2 -1.0
H 2.326 3.362 -7.504 0.0 -0.1 -0.1
C 4.918 -3.403 1.818 -0.1 0.4 -1.6
C -2.970 -6.014 3.516 -1.1 -0.1 0.6
H -5.878 4.653 0.709 -0.3 0.1 0.4
H -5.126 -3.255 3.690 0.2 0.5 -0.3
H -4.234 -2.385 7.690 0.5 0.0 0.1
H 4.997 -2.560 -0.995 -0.4 0.7 -0.4
H 7.670 -4.884 -3.262 0.7 0.0 0.6
O -4.957 -4.030 4.230 -0.8 -0.4 0.2
C -7.382 0.294 0.358 -0.5 0.5 -0.3
C 1.314 2.515 -5.822 0.0 -1.7 0.3
C -5.020 3.977 -1.522 1.5 -0.3 -0.5
H 6.070 -4.792 -2.660 0.0 -0.5 0.9
C -0.416 0.689 -6.340 -1.5 -0.5 0.0
H 1.057 1.713 -9.346 0.0 0.8 0.1
H 6.311 -5.795 1.422 -0.2 0.0 0.3
C 0.747 5.016 1.624 -0.4 0.5 0.3
H -3.679 -3.729 2.109 -0.2 -0.8 -0.2
H -2.403 -0.450 -6.787 0.3 0.5 -0.7
H -9.468 3.158 -1.748 -0.2 -0.2 -0.3
H 2.154 5.732 5.403 -0.4 0.2 0.4
H -0.320 -7.898 -1.016 0.2 -0.2 0.0
C 1.225 8.125 3.790 0.1 -0.3 -0.2
C 1.036 1.622 -8.260 0.5 0.3 2.0
H 4.721 -3.734 2.837 0.8 0.3 0.2
H 3.545 2.178 -5.610 -0.2 0.5 0.2
H 2.107 4.383 -5.415 -0.2 0.6 0.2
H 0.833 -2.688 -1.303 0.0 -0.3 -0.2
H 1.751 0.827 -8.053 0.3 0.0 0.0
C -2.650 -4.488 3.824 -0.8 -2.2 1.4
H -4.566 -4.020 7.140 0.1 0.0 -0.1
O -0.154 1.528 -4.053 0.7 0.0 -0.7
H 0.356 4.239 -4.859 0.1 0.1 -0.4
H -0.622 5.856 3.895 0.4 0.1 -0.4
C -0.925 -3.087 5.112 -0.5 -1.7 -1.7
H -5.120 5.053 -1.664 -0.5 0.0 0.4
H -0.970 -2.357 4.304 -0.2 0.2 0.0
H 8.380 -2.015 -1.871 -0.3 -0.1 0.0
C -1.297 -4.484 4.577 1.2 0.9 -1.2
H 7.544 -6.107 -0.701 -0.5 0.2 -0.6
C -2.005 0.349 -6.162 2.4 0.1 1.7
C -7.022 0.755 -1.076 -0.2 0.0 -1.2
H 7.110 -4.841 2.764 -0.1 -0.4 0.0
H -1.832 -3.624 6.932 -0.3 0.1 0.2
H 2.905 -8.045 -1.606 -0.2 0.6 -0.2
H -0.771 4.101 3.854 0.0 -0.1 -0.2
C 6.969 -4.968 1.691 1.0 1.5 -2.0
H 0.154 7.926 3.793 0.0 -0.2 -0.4
H -7.325 3.665 -2.541 0.2 1.2 -0.1
H -8.257 1.398 -2.940 0.8 -0.4 -0.1
H -1.980 -0.147 -5.192 -0.6 0.4 0.5
H -3.486 -6.543 4.317 0.7 0.3 1.0
H -7.389 -1.172 -1.914 -0.1 -0.1 0.0
C -7.479 3.655 -1.462 1.1 -0.6 0.7
C 8.127 -5.205 -0.520 0.7 -1.2 -0.4
H 1.618 8.306 1.264 0.9 0.0 -0.2
C 1.224 4.739 3.139 -2.6 0.7 -2.4
C 1.776 3.311 3.196 0.1 -0.4 1.2
C -8.297 1.344 -1.852 0.3 -0.3 0.4
H -0.117 -1.762 -0.573 -0.2 0.1 0.1
H -5.145 3.091 0.970 0.0 0.0 0.5
C -6.064 3.581 0.648 0.9 -0.3 0.2
H -7.812 4.517 -0.884 0.3 0.8 -1.0
C -8.579 2.686 -1.329 -1.3 0.3 1.5
O -4.643 1.261 -0.800 -1.0 0.1 0.5
H 0.667 1.091 -3.816 0.2 -0.5 0.8
H -0.262 -1.485 -6.199 -0.2 0.0 -0.1
H -2.104 -6.604 3.214 0.1 0.3 0.0
O 5.912 -2.294 -0.884 -0.3 -0.5 1.0
C 2.130 7.112 2.983 2.2 3.2 0.3
C -6.132 3.234 -0.812 -0.9 -1.5 -1.2
C -1.966 -2.872 6.155 -0.6 1.8 0.5
C 0.589 6.501 1.221 -0.2 -0.5 -0.7
H 0.414 6.561 0.147 -0.3 -0.3 -0.2
C 3.638 7.708 3.067 0.0 -0.6 0.7
H 9.523 -3.330 -1.830 0.2 0.0 0.3
N -5.950 1.749 -1.104 -0.2 1.8 -1.2
C 1.861 7.264 1.472 -1.8 -1.5 1.3
H 8.596 -6.243 1.301 0.6 0.0 -0.3
H -0.569 0.271 -8.435 -0.2 -0.4 0.3
H 1.456 2.661 4.011 -0.4 0.7 1.0
H -4.243 1.214 -1.671 0.2 -0.1 -0.1
H -1.728 -1.874 6.521 -0.5 0.0 0.9
H 1.171 -8.782 -1.055 -0.4 0.3 -0.1
H 8.988 -2.465 -0.304 0.4 -0.2 -0.1
H -0.533 -4.824 3.878 0.0 0.0 -0.4
H 6.811 -3.397 -3.105 0.4 0.4 0.0
H 1.320 4.518 0.842 0.7 0.0 0.3
H -1.028 1.888 -8.123 -0.5 0.1 0.7
C -3.820 -1.497 4.953 0.8 0.6 0.2
H -6.883 3.232 1.277 -0.1 0.2 -0.2
H 2.933 -6.483 -2.416 1.0 -0.6 0.0
H -8.390 0.591 0.647 -0.4 -0.5 -0.4
H 0.121 -3.107 5.420 -0.2 0.2 0.6
H -3.441 -0.712 5.609 -0.5 0.3 0.1
N 2.432 -7.301 -2.098 3.8 2.3 -2.4
H 1.178 -0.793 -6.859 0.0 0.3 -0.2
H 1.360 9.127 3.383 0.1 0.0 -0.1
N 2.157 5.761 3.487 1.4 0.2 -1.4
C 1.374 2.867 -7.315 -1.7 -0.8 -0.9
H 9.055 -5.360 -1.071 0.2 -0.2 0.1
C -4.502 -2.981 6.817 0.8 0.3 0.5
H 3.914 8.076 4.055 0.0 -0.8 0.4
H 2.596 6.734 0.866 0.6 0.7 0.1
H 2.725 0.786 -6.170 -0.5 0.1 -0.2
C -3.457 -2.815 5.641 -0.8 -0.6 0.1
H -8.850 2.504 -0.289 0.0 0.4 0.5
C 1.329 3.761 -4.974 0.9 0.0 0.3
H 1.416 2.623 2.431 0.7 0.7 -1.0
H 4.090 -3.866 1.282 0.4 -0.7 -0.6
N 0.658 -7.938 -1.265 -4.1 -3.2 2.5
H 9.126 -4.535 1.263 0.0 -0.1 0.2
H -6.841 0.852 1.122 0.8 -0.6 -0.2
H -9.228 0.821 -1.636 0.4 -0.9 0.1
C 8.360 -5.241 0.942 -1.5 0.4 2.2
H -4.789 3.572 -2.508 -0.6 -0.1 -0.3
C 2.582 1.672 -5.551 -0.3 -0.6 0.9
O 0.586 -5.942 -2.194 -0.7 2.7 -1.3
C 1.170 -6.938 -1.926 0.4 -1.9 1.5
H 4.650 -2.358 1.662 0.1 0.3 0.6
H -6.487 -0.161 -3.005 0.1 0.3 0.1
N 0.037 1.773 -5.419 -0.8 1.0 -3.2
H 0.313 4.833 4.987 -0.4 0.1 0.5
C 0.379 -0.606 -6.141 0.1 -0.9 0.2
O 2.809 5.633 4.709 0.1 -0.3 0.0
H 4.009 8.561 2.499 -1.3 0.3 -0.8
H -0.253 7.027 1.670 -0.1 -0.3 0.3
H 0.563 3.587 -7.417 0.0 0.3 -0.6
N -3.693 -3.971 4.784 1.8 -1.4 -0.5
C 6.367 -3.585 1.207 0.2 -0.2 1.4
C -6.586 -0.436 -1.955 -0.3 -0.4 0.2
H 8.320 -2.609 1.682 -0.1 -0.2 0.2
H 1.679 3.512 -3.972 -0.1 0.0 0.1
C 8.705 -2.868 -1.277 -1.3 -0.3 0.2
H -3.342 -1.268 4.001 0.2 -0.5 -0.2
N 6.342 -3.538 -0.315 1.3 -0.8 0.3
H -1.139 -5.156 5.421 -1.0 -0.3 0.0
C -2.658 -3.825 2.479 -0.3 1.5 -0.2
H -2.041 -4.347 1.748 0.0 0.2 0.0
```
Forces are in eV/Å.

Computed properties:
Kohn-Sham gap = 0.2982 hartree
2S+1 = 1
energy above the lowest of the compared OMol25 structures with the same formula, charge and spin = 0.00 kcal per mole
charge = 0
E_HOMO = -7.9818 eV
LUMO energy = 0.13 eV
E_tot = -2722.8381 Eh